# 1
9
Properties=species:S:1:pos:R:3 method="wB97M-V/def2-TZVPD" de_lowest_kj_mol=373.8 homo_lumo_gap_ev=8.29 e_homo_ev=-9.0
C -0.162 -0.865 1.313
C -0.892 -1.127 0.252
C 0.749 1.475 -1.692
Cl 0.503 2.911 -2.435
Cl 2.097 1.338 -0.789
H 0.888 -1.151 1.387
H -0.643 -0.472 2.345
H -1.899 -0.687 0.366
H -0.641 -1.421 -0.747



# 2
12
Properties=species:S:1:pos:R:3 method="wB97M-V/def2-TZVPD" smiles="C/C(=N/O)C(F)(Cl)Cl" de_lowest_kj_mol=329.4 homo_lumo_gap_ev=10.67 e_homo_ev=-10.0
C -0.492 -1.089 1.119
C -0.206 -0.068 0.026
N -1.147 0.347 -0.669
O -0.940 1.411 -1.602
C 1.199 0.279 -0.081
F 2.024 -0.359 0.662
Cl 1.856 0.030 -1.744
Cl 1.302 1.905 0.355
H -0.141 -2.101 0.839
H 0.048 -0.660 2.024
H -1.739 -0.795 1.372
H -1.763 1.100 -2.300



# 3
11
Properties=species:S:1:pos:R:3 method="wB97M-V/def2-TZVPD" de_lowest_kj_mol=315.4 homo_lumo_gap_ev="8.73 / 8.72" e_homo_ev="-9.0 / -9.0"
C 0.553 0.725 -0.963
C -0.906 0.610 0.819
C 0.691 -0.796 -0.876
N -0.149 1.365 -0.113
N -0.664 -0.770 0.775
Cl 0.028 -1.736 -2.074
Cl 0.344 -1.421 2.024
H 1.117 1.438 -1.649
H -0.717 0.952 1.799
H -1.911 0.819 0.647
H 1.614 -1.187 -0.390



# 4
10
Properties=species:S:1:pos:R:3 method="wB97M-V/def2-TZVPD" smiles="OCC=C(Cl)Cl" de_lowest_kj_mol=117.1 homo_lumo_gap_ev=9.88 e_homo_ev=-9.2
O -0.425 2.010 0.005
C -0.674 0.651 -0.077
C 0.561 -0.147 0.139
C 0.684 -1.463 -0.108
Cl 2.137 -2.269 0.021
Cl -0.636 -2.357 -0.628
H -0.579 2.320 0.902
H -1.494 0.332 0.512
H -0.998 0.412 -1.071
H 1.425 0.510 0.305



# 5
10
Properties=species:S:1:pos:R:3 method="wB97M-V/def2-TZVPD" smiles="SCC=C(Cl)Cl" de_lowest_kj_mol=90.6 homo_lumo_gap_ev=9.55 e_homo_ev=-9.5
S 2.240 -0.492 0.340
C 0.451 -0.549 0.872
C -0.362 0.432 0.162
C -1.051 0.255 -0.968
Cl -2.145 1.437 -1.640
Cl -1.712 -1.368 -1.300
H 2.341 0.437 -0.589
H -0.040 -1.466 0.678
H 0.582 -0.116 1.887
H -0.305 1.430 0.557



# 6
10
Properties=species:S:1:pos:R:3 method="wB97M-V/def2-TZVPD" smiles=C#C[Si@@H](Cl)CCl de_lowest_kj_mol=288.2 homo_lumo_gap_ev=9.75 e_homo_ev=-10.3
C -3.071 -0.497 0.394
C -1.930 -0.134 0.358
Si 0.067 0.041 0.256
Cl 0.321 -1.923 -0.449
C 1.794 0.686 -0.759
Cl 2.961 0.841 0.553
H -4.146 -0.569 0.589
H 0.248 0.019 1.625
H 1.651 1.665 -1.035
H 2.105 -0.127 -1.531



# 7
13
Properties=species:S:1:pos:R:3 method="wB97M-V/def2-TZVPD" de_lowest_kj_mol=350.3 homo_lumo_gap_ev="8.10 / 8.82" e_homo_ev="-9.1 / -9.9"
C -0.246 0.471 1.558
C -1.143 0.450 0.299
C 1.487 -0.213 -1.368
N -0.829 -0.666 -0.433
O -0.149 1.436 2.271
O 0.051 -0.852 1.869
Cl 2.385 -1.684 -1.203
Cl 1.952 1.024 -0.301
Cl 1.100 0.386 -2.926
H -1.281 1.329 -0.310
H -2.113 0.264 0.783
H -1.115 -0.446 -1.398
H -0.098 -1.501 1.161



# 8
9
Properties=species:S:1:pos:R:3 method="wB97M-V/def2-TZVPD" de_lowest_kj_mol=372.1 homo_lumo_gap_ev=9.18 e_homo_ev=-9.8
C 0.698 0.222 -0.257
C 1.695 -0.400 0.450
C -2.018 0.198 -0.634
F -2.084 1.197 0.283
Cl -2.960 -1.016 -0.136
H 0.848 1.178 -0.789
H -0.400 -0.052 -0.242
H 1.488 -1.259 0.995
H 2.733 -0.068 0.330



# 9
9
Properties=species:S:1:pos:R:3 method="wB97M-V/def2-TZVPD" de_lowest_kj_mol=82.4 homo_lumo_gap_ev=10.45 e_homo_ev=-9.6
C -0.028 1.148 -0.046
C -0.599 -0.306 0.076
Cl -2.235 -0.677 -0.099
C 0.329 -1.249 0.037
F 1.750 -0.863 -0.152
H -0.896 1.776 -0.002
H 0.609 1.345 0.873
H 0.655 1.155 -0.958
H 0.416 -2.327 0.273



# 10
9
Properties=species:S:1:pos:R:3 method="wB97M-V/def2-TZVPD" smiles="C=C(Cl)CF" de_lowest_kj_mol=64.1 homo_lumo_gap_ev=10.51 e_homo_ev=-9.8
C -0.105 -0.703 -1.221
C 0.365 -0.451 0.029
Cl 1.464 -1.583 0.705
C -0.211 0.674 0.875
F 0.737 1.645 1.097
H -0.869 0.102 -1.497
H 0.300 -1.148 -2.099
H -0.707 0.301 1.818
H -0.972 1.163 0.293



# 11
9
Properties=species:S:1:pos:R:3 method="wB97M-V/def2-TZVPD" multiplicity=3 de_lowest_kj_mol=20.9 homo_lumo_gap_ev="8.06 / 11.41" e_homo_ev="-7.2 / -11.9"
C 0.432 -0.039 -0.656
C 0.984 -0.254 0.712
C -1.002 0.337 -0.265
F -1.302 1.592 0.222
Cl -2.100 -0.819 0.081
H 0.875 0.839 -1.069
H 0.487 -0.876 -1.330
H 0.663 -1.352 1.026
H 0.963 0.572 1.279



# 12
10
Properties=species:S:1:pos:R:3 method="wB97M-V/def2-TZVPD" smiles="O=C[C@H](Cl)CF" de_lowest_kj_mol=29.6 homo_lumo_gap_ev=11.08 e_homo_ev=-10.5
O 1.676 -1.090 -0.617
C 0.526 -1.319 -0.413
C -0.352 -0.308 0.252
Cl -1.926 -0.527 -0.537
C 0.092 1.230 0.233
F 0.059 1.658 -1.071
H -0.037 -2.246 -0.622
H -0.591 -0.514 1.311
H 1.089 1.269 0.621
H -0.536 1.847 0.844



# 13
11
Properties=species:S:1:pos:R:3 method="wB97M-V/def2-TZVPD" smiles="FC[C@H](Cl)C(=S)S" de_lowest_kj_mol=0.4 homo_lumo_gap_ev=8.38 e_homo_ev=-9.2
F -1.061 -1.679 0.723
C -1.300 -0.646 -0.157
C -0.207 0.380 0.073
Cl -0.587 1.875 -0.839
C 1.169 -0.152 -0.260
S 1.486 -1.450 -1.178
S 2.463 0.809 0.321
H -1.247 -0.998 -1.166
H -2.308 -0.223 0.017
H -0.185 0.669 1.123
H 1.777 1.416 1.343



# 14
9
Properties=species:S:1:pos:R:3 method="wB97M-V/def2-TZVPD" smiles="[H]/N=C/C(=C)Cl" de_lowest_kj_mol=147.6 homo_lumo_gap_ev=10.68 e_homo_ev=-9.7
H -0.706 -1.677 -2.129
N -0.076 -1.122 -1.630
C -0.605 -0.391 -0.773
C 0.563 0.357 0.226
C 0.240 0.747 1.433
Cl 2.127 0.366 -0.441
H -1.687 -0.051 -0.750
H 1.005 1.058 2.261
H -0.862 0.714 1.802



# 15
11
Properties=species:S:1:pos:R:3 method="wB97M-V/def2-TZVPD" de_lowest_kj_mol=638.4 homo_lumo_gap_ev="7.67 / 7.63" e_homo_ev="-8.6 / -8.4"
C -0.050 1.994 -0.072
C -0.526 0.727 -0.272
C 1.486 -0.607 0.135
N 0.133 3.127 0.088
N -3.208 -0.056 0.125
N 0.088 -0.386 -0.182
Cl -2.975 -1.576 -0.166
H 1.913 -1.333 -0.557
H 2.028 0.336 0.063
H 1.581 -0.993 1.152
H -0.466 -1.233 -0.313



# 16
10
Properties=species:S:1:pos:R:3 method="wB97M-V/def2-TZVPD" smiles="Cl[C@H]1CN=CO1" de_lowest_kj_mol=145.9 homo_lumo_gap_ev=10.75 e_homo_ev=-9.9
Cl 2.743 0.014 -0.160
C 1.097 -0.126 0.348
C 0.014 0.586 -0.442
N -1.031 -0.347 -0.657
C -0.661 -1.475 -0.273
O 0.560 -1.695 0.192
H 1.113 0.046 1.468
H -0.323 1.502 0.147
H 0.523 0.573 -1.443
H -1.125 -2.380 -0.472



# 17
10
Properties=species:S:1:pos:R:3 method="wB97M-V/def2-TZVPD" de_lowest_kj_mol=404.6 homo_lumo_gap_ev=10.87 e_homo_ev=-11.0
C 0.771 -0.992 0.555
C -0.262 -0.249 -0.209
C -1.667 -0.358 0.029
H 2.970 -0.493 -0.285
H 1.002 -0.296 1.649
H 0.261 -2.109 0.790
H -0.114 -0.447 -1.198
N -2.917 -0.450 -0.095
O 1.943 -1.143 -0.380
Cl 0.454 1.484 0.030



# 18
10
Properties=species:S:1:pos:R:3 method="wB97M-V/def2-TZVPD" multiplicity=3 de_lowest_kj_mol=381.9 homo_lumo_gap_ev="8.21 / 7.78" e_homo_ev="-7.2 / -9.8"
C -0.553 1.222 -0.530
C 1.294 -0.310 0.013
C 1.119 -1.478 -0.443
N -1.567 1.356 0.182
O -1.686 0.635 1.390
Cl 2.496 0.410 0.922
H -0.603 1.571 -1.518
H -2.629 0.746 1.637
H 1.791 -2.482 -0.487
H 0.339 -1.670 -1.167



# 19
11
Properties=species:S:1:pos:R:3 method="wB97M-V/def2-TZVPD" de_lowest_kj_mol=162.8 homo_lumo_gap_ev=10.07 e_homo_ev=-10.3
C 1.847 1.042 0.583
C 0.140 -0.236 -0.558
C 0.421 0.983 0.267
N 2.881 1.233 1.082
O 0.306 3.605 -0.102
S -0.034 2.436 -0.817
Cl -2.077 2.136 -0.820
H -0.341 -1.060 0.067
H -0.566 0.105 -1.353
H 1.111 -0.734 -0.971
H -0.176 1.026 1.376



# 20
11
Properties=species:S:1:pos:R:3 method="wB97M-V/def2-TZVPD" de_lowest_kj_mol=455.3 homo_lumo_gap_ev=9.00 e_homo_ev=-8.5
C 1.589 -0.135 -1.094
C -0.266 0.004 0.707
C -1.478 0.373 1.369
H 1.939 -0.029 -3.958
H 2.206 -0.394 -0.223
H 0.637 -0.713 1.286
H -2.560 0.890 0.708
N 2.195 0.040 -2.149
O 1.387 0.322 -3.141
S -0.118 -0.062 -1.021
Cl -1.522 -0.181 3.106



# 21
10
Properties=species:S:1:pos:R:3 method="wB97M-V/def2-TZVPD" charge=+2 multiplicity=5 de_lowest_kj_mol=186.1 homo_lumo_gap_ev="5.86 / 7.09" e_homo_ev="-18.3 / -18.4"
C -0.516 -0.373 0.416
C -1.542 -0.940 -0.338
H -2.529 -1.097 0.104
H -1.198 -1.461 -1.239
C -0.659 0.794 -0.768
O -0.902 1.979 -0.508
Cr -0.803 3.665 -1.190
H -0.077 0.529 -1.664
O -0.762 -0.080 1.685
H -0.576 0.853 1.860



# 22
10
Properties=species:S:1:pos:R:3 method="wB97M-V/def2-TZVPD" charge=+2 multiplicity=5 de_lowest_kj_mol=60.1 homo_lumo_gap_ev="8.74 / 9.40" e_homo_ev="-20.8 / -21.4"
C -2.972 -0.554 -0.008
C -3.887 0.526 0.018
H -3.003 -1.220 0.864
H -3.025 -1.192 -0.900
H -4.160 1.003 0.961
H -4.175 1.038 -0.901
C -1.043 -0.128 -0.030
O -0.664 1.071 -0.022
O -0.204 -1.068 -0.031
Cr 1.179 0.348 -0.038



# 23
12
Properties=species:S:1:pos:R:3 method="wB97M-V/def2-TZVPD" charge=+1 de_lowest_kj_mol=147.2 homo_lumo_gap_ev=6.85 e_homo_ev=-10.9
H 1.584 -0.681 0.642
H -1.133 -1.171 0.673
C -0.146 -1.222 0.209
C 0.573 -2.382 0.162
O -0.059 -3.513 0.639
C 0.399 -4.703 0.251
O 1.469 -4.913 -0.258
O -0.550 -5.595 0.476
Cs 0.483 4.633 0.845
O 0.643 -0.161 0.491
H 1.324 -2.550 -0.613
H -0.204 -6.484 0.318



# 24
13
Properties=species:S:1:pos:R:3 method="wB97M-V/def2-TZVPD" charge=+2 multiplicity=7 homo_lumo_gap_ev="6.40 / 5.92" e_homo_ev="-15.1 / -15.6"
O -0.979 1.769 0.543
C -0.592 0.553 0.073
O -1.094 -0.539 0.818
C -2.533 -0.524 1.035
Dy -2.868 1.787 1.496
H 0.705 0.303 -0.202
H -2.712 -1.229 1.860
H -3.023 -0.954 0.140
H -0.853 0.399 -1.000
O 2.999 -1.389 -0.985
C 2.675 -0.184 -0.896
O 3.433 0.737 -1.272
Mg 4.841 -0.730 -1.610



# 25
13
Properties=species:S:1:pos:R:3 method="wB97M-V/def2-TZVPD" charge=+2 multiplicity=4 de_lowest_kj_mol=577.9 homo_lumo_gap_ev="6.96 / 5.97" e_homo_ev="-15.1 / -15.4"
H -1.223 -0.249 1.329
C -0.464 -1.005 1.117
C -0.458 -2.316 1.750
O -0.908 -2.113 0.399
H 0.485 -2.858 1.837
H -1.238 -2.564 2.474
O 0.706 -0.389 0.682
H 1.341 0.741 1.161
O 1.515 1.610 0.114
C 0.939 0.866 -0.706
Er -0.803 4.577 -5.813
Li -0.067 2.612 -2.749
O 0.175 1.089 -1.595



# 26
9
Properties=species:S:1:pos:R:3 method="wB97M-V/def2-TZVPD" de_lowest_kj_mol=136.4 homo_lumo_gap_ev=11.47 e_homo_ev=-10.5
F 1.713 -1.010 -0.208
C 1.249 0.267 -0.371
C 0.066 0.675 0.083
C -0.817 -0.387 0.394
F -1.887 -0.535 -0.645
H 1.752 1.103 -0.846
H -0.446 1.551 -0.175
H -1.358 -0.340 1.252
H -0.271 -1.324 0.516



# 27
9
Properties=species:S:1:pos:R:3 method="wB97M-V/def2-TZVPD" de_lowest_kj_mol=65.3 homo_lumo_gap_ev=11.03 e_homo_ev=-9.9
F -1.716 -0.918 -0.253
C -1.255 0.337 -0.265
C 0.047 0.656 0.027
C 0.981 -0.479 0.276
F 2.065 -0.351 -0.577
H -1.973 1.068 -0.650
H 0.306 1.677 0.051
H 0.360 -1.399 0.035
H 1.185 -0.593 1.356



# 28
11
Properties=species:S:1:pos:R:3 method="wB97M-V/def2-TZVPD" de_lowest_kj_mol=150.4 homo_lumo_gap_ev=9.35 e_homo_ev=-8.8
N 0.419 -0.535 1.720
N 0.963 -1.315 0.647
C 0.594 -0.949 -0.558
C -0.219 0.137 -1.066
C -0.662 1.352 -0.624
F -1.395 2.152 -1.263
F -0.229 2.036 0.457
H -0.586 -0.443 1.556
H 0.485 -1.014 2.590
H 1.149 -1.458 -1.366
H -0.518 0.037 -2.095



# 29
10
Properties=species:S:1:pos:R:3 method="wB97M-V/def2-TZVPD" smiles="F/C=C(/F)CS" de_lowest_kj_mol=293.3 homo_lumo_gap_ev=10.15 e_homo_ev=-9.4
F 1.327 -0.614 -1.392
C -0.034 -0.897 -1.385
C -0.451 -0.345 -0.336
F -1.822 -0.606 0.196
C 0.431 0.298 0.664
S 0.023 2.216 0.763
H -0.238 -1.887 -2.195
H 0.386 -0.208 1.704
H 1.529 0.025 0.330
H -1.150 2.018 1.652



# 30
11
Properties=species:S:1:pos:R:3 method="wB97M-V/def2-TZVPD" smiles="C=C(F)CN(F)F" de_lowest_kj_mol=482.7 homo_lumo_gap_ev=11.02 e_homo_ev=-10.1
C 1.319 1.012 -0.106
C 0.610 0.383 0.802
F 1.056 0.169 2.037
C -0.758 -0.085 0.389
N -0.789 -0.763 -1.212
F 0.021 -1.938 -1.006
F -2.011 -1.280 -1.319
H 2.322 1.429 0.180
H 0.889 0.981 -1.108
H -1.451 0.795 0.269
H -1.208 -0.702 1.073



# 31
9
Properties=species:S:1:pos:R:3 method="wB97M-V/def2-TZVPD" de_lowest_kj_mol=269.9 homo_lumo_gap_ev=9.70 e_homo_ev=-10.4
C -1.815 0.444 -0.013
C 1.806 0.006 -0.051
C -0.583 0.000 -0.072
N 0.632 0.479 -0.001
F -0.599 -1.867 -0.046
H -2.538 -0.354 -0.054
H -1.709 1.562 -0.091
H 2.598 0.727 0.118
H 2.208 -0.996 0.209



# 32
9
Properties=species:S:1:pos:R:3 method="wB97M-V/def2-TZVPD" smiles=N#CCCF de_lowest_kj_mol=88.2 homo_lumo_gap_ev=12.29 e_homo_ev=-11.7
N 2.654 -0.922 0.091
C 1.614 -0.406 -0.061
C 0.377 0.255 -0.226
C -0.963 -0.091 0.252
F -1.435 -1.254 -0.179
H 0.327 0.484 -1.163
H 0.307 1.347 0.027
H -1.130 -0.026 1.377
H -1.752 0.612 -0.117



# 33
11
Properties=species:S:1:pos:R:3 method="wB97M-V/def2-TZVPD" smiles=Nc1ccn(F)n1 de_lowest_kj_mol=386.6 homo_lumo_gap_ev=9.37 e_homo_ev=-8.4
N -1.560 -0.622 -1.344
C -0.537 -0.082 -0.568
C -0.210 -0.521 0.730
C 0.833 0.268 1.197
N 1.154 1.094 0.227
F 2.172 2.043 0.341
N 0.464 1.050 -0.910
H -2.114 -1.312 -0.901
H -1.189 -0.857 -2.272
H -0.533 -1.262 1.405
H 1.520 0.199 2.096



# 34
10
Properties=species:S:1:pos:R:3 method="wB97M-V/def2-TZVPD" de_lowest_kj_mol=613.3 homo_lumo_gap_ev="6.90 / 6.90" e_homo_ev="-8.1 / -8.1"
C -0.751 -1.203 0.741
C -0.866 -0.261 1.712
C 0.666 -0.977 0.726
N 0.925 0.598 -1.303
O 0.531 0.044 1.648
F 1.818 -1.510 0.616
H -1.326 -1.826 0.128
H -1.536 0.244 2.408
H 0.763 1.289 -0.674
H 1.867 0.263 -1.228



# 35
10
Properties=species:S:1:pos:R:3 method="wB97M-V/def2-TZVPD" multiplicity=3 de_lowest_kj_mol=24.1 homo_lumo_gap_ev="8.81 / 7.07" e_homo_ev="-7.9 / -10.1"
C -0.942 1.241 0.144
C 0.269 0.294 -0.048
C -0.121 -1.197 -0.095
N 1.557 0.907 -0.114
O -2.043 0.924 -0.257
F 2.547 0.030 0.053
H -0.722 2.248 0.626
H 0.593 -1.701 -0.696
H -1.115 -1.293 -0.584
H -0.022 -1.452 0.971



# 36
11
Properties=species:S:1:pos:R:3 method="wB97M-V/def2-TZVPD" smiles=N#C[C@H](O)[C@@H](O)F de_lowest_kj_mol=182.8 homo_lumo_gap_ev=11.98 e_homo_ev=-11.5
N -2.751 -0.230 0.194
C -1.715 0.243 0.195
C -0.033 0.671 0.382
O 0.172 1.791 -0.301
C 0.940 -0.517 0.012
O 0.578 -1.781 0.399
F 1.239 -0.577 -1.399
H 0.030 0.922 1.385
H -0.147 1.915 -1.166
H 1.915 -0.395 0.431
H -0.227 -2.042 -0.132



# 37
11
Properties=species:S:1:pos:R:3 method="wB97M-V/def2-TZVPD" multiplicity=3 de_lowest_kj_mol=34.1 homo_lumo_gap_ev="8.14 / 12.48" e_homo_ev="-8.1 / -13.1"
C 1.104 0.783 -0.098
C -0.778 -0.830 0.292
C 0.631 -0.466 0.607
N -0.843 1.641 -1.041
O 2.117 1.391 -0.163
O -0.686 1.892 -2.169
F 0.840 -0.244 1.988
H -1.178 -1.694 0.752
H -1.477 -0.027 0.421
H -0.975 -1.247 -0.772
H 1.245 -1.200 0.184



# 38
10
Properties=species:S:1:pos:R:3 method="wB97M-V/def2-TZVPD" smiles="C=C(F)/C=N/S" de_lowest_kj_mol=115.1 homo_lumo_gap_ev=8.81 e_homo_ev=-8.8
C -2.009 1.261 0.022
C -1.479 -0.004 -0.010
F -2.313 -1.061 -0.046
C -0.090 -0.356 0.077
N 0.820 0.497 -0.059
S 2.369 -0.152 -0.016
H -1.332 2.139 -0.059
H -3.052 1.415 0.118
H 0.034 -1.466 0.328
H 2.989 1.002 0.165



# 39
10
Properties=species:S:1:pos:R:3 method="wB97M-V/def2-TZVPD" smiles="N/C=C(/F)C=S" de_lowest_kj_mol=240.7 homo_lumo_gap_ev=8.10 e_homo_ev=-8.5
N 0.758 -1.335 0.361
C 0.510 -0.107 0.785
C -0.101 0.910 0.093
F 0.283 2.255 0.368
C -0.816 0.657 -1.132
S -0.944 -0.782 -1.721
H 0.217 -1.613 -0.462
H 0.612 -2.037 1.366
H 0.944 0.541 1.648
H -1.465 1.511 -1.305



# 40
10
Properties=species:S:1:pos:R:3 method="wB97M-V/def2-TZVPD" de_lowest_kj_mol=150.1 homo_lumo_gap_ev=8.33 e_homo_ev=-8.5
C 1.289 1.555 -0.361
C 0.353 0.584 -0.360
F -0.175 0.260 -1.565
C -0.136 -0.236 0.685
N -1.067 -1.146 0.838
S -1.630 -1.958 -0.475
H 1.757 1.648 0.615
H 1.555 2.179 -1.278
H 0.390 0.012 1.658
H -2.336 -2.899 0.243